Computed, not measured: C4H5NO in the gas phase in a non-equilibrium geometry, with wB97M-V/def2-TZVPD.

**Spin multiplicity**: 3
**HOMO (alpha / beta)**: -5.096 / -9.921 eV
**Calculated total energy**: -285.16326 hartree

XYZ file:
```
11
Properties=species:S:1:pos:R:3:forces:R:3:mulliken_spin:R:1
C -0.466915 0.572136 1.859841 2.497 1.382 -0.143 0.18
C 0.672064 0.098975 -1.918230 4.138 0.202 -6.763 0.93
C -0.178483 0.135689 -0.877811 -5.749 0.029 6.867 0.68
C 0.259611 -0.085832 0.473219 -1.471 0.271 -1.377 -0.05
N -0.798286 -0.592186 1.453579 1.725 1.067 -0.951 0.12
O -0.299447 1.516109 2.570731 -1.300 -0.881 -0.106 0.09
H 0.490518 0.366675 -3.009538 0.006 -0.130 1.906 0.01
H 1.659595 -0.275403 -1.721553 0.374 -0.336 -0.203 0.02
H -1.290631 0.088185 -0.891324 0.817 0.028 -0.780 0.02
H 1.286010 -0.420947 0.501622 0.197 -0.258 1.047 0.00
H -1.334036 -1.403400 1.559465 -1.235 -1.375 0.504 0.01
```
Forces are in eV/Å.